Density functional theory data (ωB97M-V with the def2-TZVPD basis set) for C23H39As3N2O2Pt as an isolated structure.

Last column: natural (NBO) charge in e.
Cartesian coordinates (Å):
Pt  -0.63572  1.04587  -0.19408  0.378
C  0.33651  5.52467  -0.68939  -0.695
C  -0.49930  4.27538  -0.58474  0.539
O  -0.00923  3.20546  -0.97670  -0.644
C  -1.82885  4.43242  -0.07623  -0.393
C  -2.82543  3.49014  0.04889  0.261
C  -4.20569  3.97352  0.38989  -0.657
N  -2.60820  2.15933  -0.12511  -0.339
N  -3.76610  1.49954  -0.26287  -0.370
C  -3.56709  0.24262  -0.69760  0.567
O  -2.49421  -0.19741  -1.15767  -0.676
C  -4.74585  -0.68905  -0.64448  -0.058
C  -4.58917  -1.97199  -1.15599  -0.197
C  -5.64236  -2.87777  -1.13043  -0.221
C  -6.86414  -2.50257  -0.58825  -0.207
C  -7.02533  -1.22170  -0.07168  -0.207
C  -5.97217  -0.31872  -0.10049  -0.205
H  1.37815  5.26676  -0.85063  0.222
H  0.23691  6.15090  0.20009  0.223
H  -0.01011  6.11372  -1.54292  0.235
H  -2.11806  5.45103  0.15274  0.204
H  -4.18914  5.04990  0.54527  0.209
H  -4.57612  3.47540  1.28688  0.232
H  -4.90515  3.72912  -0.40856  0.243
H  -3.63374  -2.24517  -1.58051  0.224
H  -5.50806  -3.87136  -1.53957  0.212
H  -7.68924  -3.20485  -0.56917  0.211
H  -7.97523  -0.92349  0.35399  0.211
H  -6.09274  0.68251  0.29724  0.231
C  2.85098  2.80226  0.81233  -0.961
As  1.83285  1.26749  0.20760  1.056
C  2.58650  1.14562  -1.58423  -0.967
C  2.84965  -0.04075  1.23796  -0.746
C  2.60577  -1.54213  1.05994  -0.039
C  3.52350  -2.27938  2.04224  -0.606
C  1.16822  -1.90772  1.47075  -0.745
As  -0.34384  -1.26415  0.43389  1.094
C  -1.73225  -1.99808  1.55786  -0.964
C  -0.42956  -2.50400  -1.04934  -0.963
C  2.83221  -2.02124  -0.38669  -0.747
As  4.52468  -2.04869  -1.38442  0.897
C  5.34919  -3.61374  -0.55361  -0.956
C  5.68206  -0.69901  -0.57213  -0.961
H  3.91320  2.55820  0.76202  0.215
H  2.57849  3.06284  1.83295  0.232
H  2.62938  3.63673  0.15336  0.234
H  3.65313  0.92316  -1.57907  0.208
H  2.41954  2.12046  -2.04103  0.247
H  2.04952  0.39830  -2.16050  0.236
H  2.64947  0.21806  2.28217  0.227
H  3.89554  0.20602  1.06059  0.224
H  3.25183  -2.01826  3.06867  0.210
H  4.57102  -2.01699  1.89752  0.205
H  3.42872  -3.36312  1.92872  0.210
H  0.98082  -1.56008  2.49120  0.228
H  1.05421  -2.99638  1.48904  0.219
H  -1.56717  -3.06735  1.69181  0.215
H  -2.69452  -1.82223  1.07827  0.248
H  -1.70940  -1.49440  2.52222  0.233
H  -0.31936  -3.52695  -0.68693  0.213
H  0.34233  -2.28513  -1.77949  0.231
H  -1.40270  -2.35858  -1.50982  0.254
H  2.16372  -1.48626  -1.05512  0.224
H  2.52635  -3.07124  -0.45259  0.225
H  4.72288  -4.48531  -0.74529  0.226
H  5.49131  -3.49808  0.51961  0.215
H  6.31368  -3.77211  -1.03477  0.228
H  5.34540  0.30433  -0.82860  0.221
H  6.65807  -0.85624  -1.03203  0.233
H  5.77945  -0.79008  0.50701  0.212

For the HOMO energy (alpha / beta), the calculation gives -5.68 / -7.20 eV. As for the spin multiplicity: 3. The calculation puts the relative energy (zero: lowest compared OMol25 entry of this formula, charge and spin) at 0.0 kJ/mol. The total energy is -7986.33285 a.u. The strongest force on any atom is 1.8 eV/A. As for the charge: 0.


Density functional theory data (ωB97M-V with the def2-TZVPD basis set) for C23H39CeCl2N5O3P as an isolated structure.

Last column: Löwdin spin population.
Cartesian coordinates (Å):
O  -0.21799  2.98390  -1.76860  -0.001
C  0.96264  2.72659  -1.95409  -0.001
C  1.62380  2.04815  -3.10531  0.000
C  0.93207  1.08677  -3.84023  0.000
H  0.15002  0.49689  -3.33020  0.000
C  1.23003  0.84798  -5.20312  0.000
H  0.64996  0.07276  -5.73417  0.000
C  2.23903  1.58739  -5.82474  0.000
H  2.42127  1.46125  -6.89396  0.000
C  2.92341  2.58603  -5.09509  0.000
H  3.67502  3.19206  -5.60823  0.000
C  2.60885  2.78678  -3.77467  0.000
H  3.15740  3.53941  -3.20405  0.000
H  1.79792  3.18138  -1.25584  0.000
C  3.07749  1.71409  0.55921  -0.002
C  2.33185  0.78441  -0.30056  -0.015
H  4.06370  1.94310  0.04627  0.000
H  3.21422  1.21833  1.59197  -0.002
H  2.62999  2.70059  0.77763  0.000
C  2.93235  -0.08486  -1.19133  0.040
C  4.29906  -0.57649  -0.95980  0.009
H  2.40431  -0.54088  -2.03237  0.003
H  5.06382  -0.23770  -1.64115  0.003
H  4.26005  -1.65052  -1.10129  0.002
H  4.69225  -0.43313  0.04034  0.000
Ce  1.61650  -0.78345  0.88835  0.970
Cl  0.24168  -1.70636  -1.37620  -0.001
Cl  3.47251  -2.02123  2.10687  -0.006
C  -0.44579  -2.80719  1.52471  0.000
O  -0.68305  -1.54788  1.60527  -0.001
N  -1.00220  -3.68533  2.36783  0.000
C  -1.60066  -3.08719  3.58278  0.000
C  -0.90714  -5.13378  2.19791  0.000
H  0.26766  -3.19732  0.78499  0.000
H  -1.67904  -2.01439  3.41890  0.000
H  -0.96430  -3.26278  4.44886  0.000
H  -2.59068  -3.52110  3.74670  0.000
H  -0.52546  -5.31975  1.18969  0.000
H  -1.91189  -5.56386  2.28230  0.000
H  -0.24210  -5.58883  2.92917  0.000
H  -0.42863  2.66275  4.87193  0.000
H  -1.50751  4.57369  3.24691  0.000
C  0.44854  2.78421  4.22111  0.000
C  -0.57766  4.46084  2.67847  0.000
N  -0.00144  3.12098  2.85414  0.001
H  1.03594  1.86573  4.18450  0.000
C  -0.00002  2.26580  1.84346  0.001
O  0.43258  1.06445  1.87173  -0.001
H  -0.79582  4.62620  1.61854  0.000
H  -0.41155  2.65347  0.88170  0.000
H  1.05164  3.61709  4.60079  0.000
H  0.10844  5.24017  3.02082  0.000
C  -5.42039  1.49283  -1.38823  0.000
N  -4.48501  0.67138  -2.17845  0.000
C  -4.85363  -0.76018  -2.03001  0.000
N  -4.84262  -1.17548  -0.60823  0.000
C  -5.78095  -0.33332  0.15608  0.000
N  -5.46239  1.10622  0.03640  0.000
C  -4.21133  1.43860  0.72368  0.000
P  -2.70765  0.56522  0.01382  0.000
C  -3.07759  0.90984  -1.77688  0.000
C  -3.48297  -1.13683  -0.04566  0.000
H  -6.43672  1.35709  -1.80259  0.000
H  -5.11603  2.54862  -1.44804  0.000
H  -4.13676  -1.37024  -2.58653  0.000
H  -5.86620  -0.91129  -2.42324  0.000
H  -5.72877  -0.60289  1.22053  0.000
H  -6.79459  -0.50776  -0.24007  0.000
H  -4.03056  2.51862  0.66346  0.000
H  -4.29315  1.16872  1.78484  0.000
H  -2.40158  0.27960  -2.37889  0.000
H  -2.80086  1.96008  -1.95117  0.000
H  -3.50218  -1.50353  0.99368  0.000
H  -2.82756  -1.78766  -0.64464  0.000

For the HOMO energy, the calculation gives -7.27 eV. As for the spin multiplicity: 2. The total energy is -3136.13128 a.u. The strongest force on any atom is 5.2 eV/A. As for the charge: 0.


Density functional theory data (ωB97M-V with the def2-TZVPD basis set) for C23H39FGeI2MoNO9 as an isolated structure.

Last column: Löwdin spin population.
Cartesian coordinates (Å):
Mo  0.31078  -0.57187  0.55766  0.815
C  -2.15636  -0.05563  -2.83034  -0.001
C  -2.12134  0.25224  -1.34389  0.007
C  -3.39500  -0.19851  -0.64792  -0.001
C  -1.84832  1.72008  -1.12239  0.002
O  -1.02901  -0.59047  -0.78285  0.017
Ge  -0.94246  -2.80817  -1.40493  0.030
O  -0.24077  -2.51359  0.56186  0.024
C  -0.75049  -3.52966  1.52049  0.003
C  -0.19454  -3.27393  2.90250  0.001
C  -2.27082  -3.43011  1.53234  -0.001
C  -0.27849  -4.88150  1.01257  0.000
O  0.62854  -2.49092  -2.05713  0.004
C  1.31168  -2.63189  -3.33691  0.000
C  0.29472  -3.00276  -4.40602  0.001
C  2.35585  -3.71980  -3.16733  0.000
C  1.95966  -1.29245  -3.63768  0.000
H  -2.93741  0.54358  -3.29864  0.000
H  -2.39018  -1.10506  -3.02322  0.000
H  -1.20282  0.18694  -3.30042  0.000
H  -4.22892  0.41341  -0.99146  0.000
H  -3.30481  -0.09353  0.43479  0.000
H  -3.62304  -1.24169  -0.87386  0.000
H  -2.71253  2.28950  -1.46497  0.001
H  -0.97419  2.04265  -1.68544  0.000
H  -1.67986  1.94741  -0.06931  0.000
H  -0.45716  -2.27602  3.25976  0.000
H  0.88864  -3.38374  2.91905  0.000
H  -0.62050  -4.00167  3.59332  0.000
H  -2.58744  -2.39288  1.66826  0.000
H  -2.66765  -4.02589  2.35455  0.000
H  -2.71537  -3.80647  0.61098  0.000
H  0.80825  -4.90042  0.93192  0.000
H  -0.70629  -5.11741  0.03477  0.001
H  -0.59154  -5.66559  1.70275  0.000
H  -0.17778  -3.96234  -4.17757  0.001
H  0.77543  -3.09050  -5.38013  0.000
H  -0.48189  -2.23556  -4.48041  0.000
H  1.88144  -4.68129  -2.96004  0.000
H  3.02461  -3.47475  -2.34104  0.000
H  2.94890  -3.81599  -4.07723  0.000
H  1.21287  -0.49524  -3.62318  0.000
H  2.41949  -1.31677  -4.62595  0.000
H  2.73218  -1.05750  -2.90380  0.000
I  3.75644  -3.30487  1.05463  0.000
C  3.91745  -1.40207  1.94909  -0.001
I  2.14968  -0.61962  2.84512  0.005
H  4.19764  -0.65761  1.21205  0.000
H  4.62037  -1.47144  2.76993  0.000
N  -2.53765  1.70432  4.69686  0.000
C  -2.56701  0.87032  3.44695  0.000
C  -1.12307  0.74617  2.97147  0.000
O  -0.24176  1.32086  3.56187  0.000
O  -1.00424  -0.00633  1.90730  0.004
H  -2.82083  1.18385  5.52807  0.000
H  -3.11724  2.54160  4.62973  0.000
H  -1.54638  1.98033  4.79594  0.000
H  -3.16858  1.36476  2.68720  0.000
H  -2.99000  -0.11177  3.64324  0.000
F  1.85403  -0.85747  -0.28245  -0.012
O  2.98429  1.33999  0.54661  0.011
C  1.97007  1.96940  0.42628  0.005
O  0.74611  1.33111  0.39138  0.079
C  1.89539  3.43731  0.28710  0.000
C  3.07887  4.15272  0.38175  0.001
C  3.10089  5.54248  0.23620  0.000
C  1.90141  6.15694  -0.01341  0.001
O  1.67094  7.47850  -0.19669  0.001
C  0.25956  7.62022  -0.42674  0.000
O  -0.32051  6.30626  -0.35102  0.000
C  0.71612  5.45054  -0.10573  0.000
C  0.67082  4.09732  0.04120  0.001
H  3.99674  3.61242  0.56701  0.000
H  4.01756  6.11088  0.30915  0.000
H  0.09501  8.03593  -1.41785  0.000
H  -0.16920  8.25388  0.34628  0.000
H  -0.25894  3.55888  -0.02208  0.000

For the HOMO energy (alpha / beta), the calculation gives -12.40 / -12.39 eV. As for the spin multiplicity: 2. The calculation puts the relative energy (zero: lowest compared OMol25 entry of this formula, charge and spin) at 135.0 kJ/mol. The total energy is -4471.67196 a.u. The strongest force on any atom is 1.4 eV/A. As for the charge: +2.